1.
110
Properties=species:S:1:pos:R:3:lowdin_charge:R:1 method="wB97M-V/def2-TZVPD" fmax_ev_per_a=0.6 homo_lumo_gap_ha="0.2189 / 0.2189" de_lowest_kj_mol=0.0 total_charge=0 e_lumo_ev="-1.3 / -1.3"
H -6.18 0.59 -1.19 0.10
H 0.02 -2.70 1.02 0.07
C -2.34 1.54 0.43 -0.13
C -5.30 0.67 -0.54 -0.02
C 0.93 -4.23 -0.21 -0.27
C 4.35 1.44 1.59 -0.26
H -3.36 -1.07 -2.77 0.05
H -1.30 1.26 2.42 0.10
C 3.02 -3.93 1.11 -0.28
H -1.71 4.67 1.78 0.10
H -4.04 -1.12 2.84 0.09
C -4.03 0.56 -1.44 -0.50
H 0.11 3.77 -3.79 0.12
H -3.21 -1.65 4.30 0.09
C 2.06 3.02 -3.27 0.02
C -4.21 -0.77 -2.17 -0.04
Ir -0.51 0.25 -0.09 1.43
H -2.42 3.59 -1.58 0.06
H 2.61 3.65 -3.95 0.13
H -2.36 -3.58 3.08 0.09
H -1.05 2.26 -2.22 0.07
H -2.58 -1.68 -0.41 0.13
H 6.29 0.51 1.67 0.08
C 1.76 -4.79 0.95 -0.12
H -2.01 3.21 2.72 0.10
H 0.26 -1.40 2.79 0.06
C 1.76 3.39 3.56 -0.04
H -0.94 3.95 -0.68 0.08
C 2.71 2.08 -2.49 -0.18
H -3.19 -3.02 1.64 0.09
H 2.46 0.51 -1.05 0.07
H 4.37 3.18 2.85 0.11
O -1.78 -1.79 -4.52 -0.28
O 0.11 -1.76 -2.95 -0.31
C 3.56 0.45 1.02 -0.03
H -5.37 1.59 0.02 0.05
C -3.11 -1.04 3.40 -0.03
H 2.00 -5.33 -1.73 0.12
H -2.37 4.95 -0.46 0.10
C 1.98 1.27 -1.63 -0.05
C -1.68 0.82 1.51 -0.18
C 2.16 0.41 1.19 -0.31
C -1.85 -0.60 1.38 -0.28
C -4.02 1.71 -2.44 -0.03
H 0.81 3.76 3.19 0.05
C -2.88 0.54 -0.43 -0.13
H -0.60 3.31 1.64 0.07
C 0.57 -2.77 0.09 -0.12
H -0.56 -2.28 4.10 0.09
F -0.39 0.76 -5.66 0.12
C 5.83 1.44 1.33 -0.04
C 4.14 1.91 -2.54 -0.15
H 1.14 -3.91 -2.34 0.11
H -5.33 -0.17 0.16 0.09
C -0.64 -1.43 3.42 -0.02
H 2.00 -1.61 -1.88 0.09
H 2.03 -2.45 2.33 0.12
H -2.98 0.00 3.71 0.08
C 1.73 -4.29 -1.51 -0.11
O -1.38 0.13 -3.06 -0.36
H 3.53 -1.90 1.61 0.11
C 0.25 -0.24 -5.04 -0.65
H -4.46 -1.57 -1.47 0.09
C 2.63 -2.48 1.41 -0.07
H 4.75 -3.39 -0.07 0.12
H 2.42 4.24 3.72 0.08
C 2.61 -1.99 -1.06 -0.09
H 3.53 -1.40 -1.03 0.11
C 1.81 -1.88 0.25 -0.42
C -2.48 3.08 0.57 -0.49
H 2.03 -5.83 0.75 0.12
C 2.39 2.39 2.61 -0.27
C -1.64 3.58 1.76 -0.06
H 3.58 -3.48 -2.27 0.14
C 0.68 3.09 -3.18 -0.01
H -4.11 2.68 -1.95 0.06
C -2.42 -0.73 0.09 -0.10
H -0.65 -0.52 4.02 0.09
H 4.05 -0.27 0.39 0.10
H -1.49 -3.47 1.56 0.07
C 3.00 -3.45 -1.35 -0.27
F 0.64 -1.12 -5.95 0.14
H 6.32 2.26 1.84 0.07
H 1.18 -4.77 1.88 0.12
H -4.90 1.61 -3.09 0.10
H 3.62 -4.32 1.94 0.14
H -0.05 -2.38 -0.72 0.09
H -5.07 -0.67 -2.84 0.10
N 1.32 -0.52 0.57 -0.10
C 0.02 2.27 -2.29 -0.14
C -2.24 -2.98 2.17 -0.03
H 0.56 1.38 2.23 0.06
N 5.28 1.77 -2.58 0.18
C -2.03 3.92 -0.62 -0.04
H 0.00 -4.80 -0.31 0.14
C 3.84 -3.99 -0.18 -0.12
C 3.76 2.41 2.39 -0.03
H -4.58 3.36 0.01 0.07
N 0.66 1.40 -1.48 -0.02
H 6.04 1.54 0.26 0.06
H 1.58 2.93 4.53 0.09
H -4.36 2.79 1.68 0.10
C 1.61 1.41 2.01 -0.02
C -3.95 3.43 0.89 -0.04
S -0.83 -1.02 -3.76 0.48
H 4.15 -5.02 -0.39 0.12
C -1.91 -1.54 2.57 -0.53
H -3.13 1.68 -3.07 0.08
H -3.98 4.46 1.24 0.09
F 1.35 0.29 -4.47 0.11

2.
113
Properties=species:S:1:pos:R:3:lowdin_charge:R:1 method="wB97M-V/def2-TZVPD" fmax_ev_per_a=1.1 homo_lumo_gap_ha=0.2501 de_lowest_kj_mol=70.6 total_charge=0 e_lumo_ev=0.0
H -5.94 1.42 -1.05 0.11
H -0.22 -3.64 2.92 0.05
H -1.11 4.64 -2.42 0.10
N 3.60 -2.82 -2.99 0.04
C -2.76 3.81 0.46 -0.19
H -1.41 -2.41 -0.53 0.00
C 6.04 -3.15 -2.51 -0.04
H 2.12 5.48 -0.37 0.01
C 1.47 -1.32 4.62 -0.39
H 4.16 -3.74 -6.14 0.13
H 3.14 -1.16 8.07 0.10
O -0.05 -1.91 -1.35 -0.10
C -1.72 1.87 -4.28 -0.07
H 3.54 -3.11 6.60 0.10
H -0.63 -2.83 4.47 0.06
C -1.67 3.22 -3.93 -0.06
Si -0.89 4.11 0.58 0.41
H 3.36 4.78 -1.42 0.03
H -4.03 3.79 3.44 -0.02
H 1.68 0.68 7.32 0.11
C 2.40 1.91 -2.05 -0.16
H 0.60 4.39 2.56 0.03
H 4.57 -5.27 -3.52 0.14
Si 1.78 3.02 -0.66 0.42
H 1.34 -4.98 -6.33 0.13
N -0.77 1.32 -2.17 -0.03
H -2.28 -0.78 4.79 -0.03
H -0.17 2.80 2.55 0.00
H 3.71 -5.42 -5.85 0.12
H 2.48 -3.20 4.35 0.12
O -1.93 -2.97 0.06 -0.09
C 2.89 -2.31 6.27 -0.08
H -5.49 1.22 2.10 -0.01
O 1.56 -0.13 0.39 -0.27
H 2.76 3.58 1.56 0.03
C -5.42 0.48 -0.92 -0.07
C -2.74 0.19 4.98 -0.33
N -3.35 -0.72 -0.82 0.09
Sn -0.53 0.46 0.09 1.36
H 3.48 1.76 -1.97 0.04
H -3.71 0.05 5.46 0.00
H -5.93 -2.81 -0.31 0.11
H -7.20 -0.68 -0.56 0.11
H -3.01 3.42 4.84 0.00
H -2.02 3.97 -4.63 0.11
H -3.17 4.16 -0.49 0.03
H 0.34 6.28 0.31 0.01
C -4.04 0.41 -1.00 -0.15
C 2.29 4.76 -1.18 -0.18
H -1.31 -0.11 -3.54 0.11
C 2.50 -0.94 0.03 -0.60
H -2.97 2.73 0.55 -0.04
C 2.43 -3.23 -3.64 -0.07
C 3.82 -4.45 -5.37 -0.13
C 2.67 2.67 0.95 -0.17
C 2.30 -2.36 5.02 -0.09
H -3.76 -3.81 0.20 0.12
H -1.33 6.53 0.83 0.04
C 2.67 -1.21 7.10 -0.09
C -0.69 5.94 0.17 -0.18
C 1.25 -0.22 5.42 -0.07
C -0.68 2.62 -1.81 -0.45
C -3.76 3.02 4.16 -0.34
C 1.32 -4.38 -5.43 0.05
C -5.41 -1.87 -0.51 -0.03
C -0.07 2.84 -0.49 -0.47
C 1.09 -2.12 -1.84 -0.27
H 1.74 5.11 -2.06 0.03
C 2.49 -4.01 -4.82 -0.13
C -1.16 3.60 -2.70 -0.02
H 5.75 -3.75 -1.64 0.10
O 3.53 -1.14 0.66 0.04
C -0.34 3.86 2.35 -0.18
C 0.01 -3.30 -3.73 0.07
C 1.19 -2.89 -3.09 -0.04
H 0.61 0.58 5.06 0.10
H -4.65 2.74 4.73 0.00
Sb -2.97 1.28 3.14 1.30
H -4.92 -0.45 2.26 -0.01
O -0.09 -0.14 2.86 -0.70
H 2.15 1.91 1.53 0.02
H -3.46 1.30 -1.20 0.09
C 3.50 -2.09 -1.87 0.03
H 6.29 -2.15 -2.17 0.08
H -3.29 4.32 1.27 0.02
H 3.68 2.30 0.76 0.04
C -3.23 -3.13 -0.46 -0.20
C -4.96 0.52 2.76 -0.34
H -1.44 -2.36 2.94 0.05
C -4.02 -1.85 -0.59 -0.26
F -1.03 -4.39 -5.51 0.07
C -6.12 -0.69 -0.66 -0.07
C -0.52 -2.70 3.40 -0.21
H 1.91 0.93 -2.02 0.00
H 6.94 -3.58 -2.95 0.09
H -1.09 4.23 3.06 0.02
H 2.18 2.36 -3.03 0.04
C 2.33 -1.71 -1.27 -0.02
C -1.27 0.95 -3.35 -0.12
H 4.41 -1.78 -1.39 0.13
S 0.71 -1.41 3.00 0.95
H -0.97 6.17 -0.86 0.02
H -2.09 0.76 5.65 0.00
H 5.83 -4.76 -4.65 0.12
H -3.19 -3.61 -1.45 0.12
C 0.09 -4.01 -4.88 -0.26
H -0.94 -3.04 -3.28 0.13
H -2.11 1.55 -5.23 0.10
H -5.51 0.43 3.70 0.00
C 4.93 -3.16 -3.56 -0.30
C 4.85 -4.51 -4.25 -0.15
C 1.85 -0.17 6.68 -0.07
H 5.17 -2.40 -4.32 0.16